[1]
{"formula": "C5H9N3", "method": "wB97M-V/def2-TZVPD", "homo_ev": -8.48, "relative_energy_ev": 0.4055, "e_tot_ev": -9801.061, "homo_lumo_gap_ev": 9.38, "smiles": "NCCc1cnc[nH]1", "elements": ["N", "N", "N", "C", "C", "C", "C", "C", "H", "H", "H", "H", "H", "H", "H", "H", "H"], "xyz": [[0.25788, -0.48150, -1.50341], [-1.13203, -2.22240, -1.45899], [1.66563, 1.20342, 0.93273], [0.35773, 0.77146, 1.47296], [-0.72212, 0.93718, 0.39907], [-0.03198, -1.75438, -1.95751], [-1.55017, -1.26868, -0.53795], [-0.71900, -0.19896, -0.56618], [-0.54351, 1.89560, -0.08764], [0.08295, 1.32965, 2.37144], [1.17518, -0.09600, -1.32176], [0.51415, -0.27937, 1.71681], [0.45463, -2.06932, -2.86662], [-1.70121, 0.93963, 0.87084], [1.87621, 2.17383, 1.09829], [-2.36716, -1.51219, 0.12123], [2.38282, 0.63203, 1.31669]]}

---

[2]
{"formula": "C7H10N2OS", "method": "wB97M-V/def2-TZVPD", "homo_ev": -7.95, "relative_energy_ev": 4.5037, "e_tot_ev": -23279.525, "homo_lumo_gap_ev": 8.44, "smiles": "C=C1N=CON1SC=C(C)C", "elements": ["S", "O", "N", "N", "C", "C", "C", "C", "C", "C", "C", "H", "H", "H", "H", "H", "H", "H", "H", "H", "H"], "xyz": [[0.58902, 0.13543, -2.18116], [2.37929, 0.83178, -0.21580], [1.73549, 1.17563, -1.41822], [1.73628, 2.96450, -0.03670], [0.69471, -1.99296, 0.08965], [-0.54686, -0.07909, -0.83758], [-1.49346, -1.15957, 1.07479], [1.31735, 2.58923, -1.27014], [2.24959, 1.93819, 0.53584], [0.68413, 3.40566, -2.12674], [-0.36273, -0.98586, 0.12445], [-2.22651, -0.44441, 0.85034], [2.83483, 1.92231, 1.44094], [0.60374, -2.98663, 0.76005], [1.14789, -2.30204, -0.98736], [-1.03861, -1.01137, 2.00469], [1.50858, -1.38473, 0.53365], [0.31486, 3.07640, -3.09718], [-1.98381, -2.21567, 1.08862], [0.80623, 4.43475, -1.86433], [-1.19592, 0.70481, -0.69015]]}

---

[3]
{"formula": "C6H9F2NO7P2", "method": "wB97M-V/def2-TZVPD", "homo_ev": -10.22, "e_tot_ev": -46203.526, "homo_lumo_gap_ev": 9.95, "smiles": "CC[C@@](OC=O)(PP(=O)(O)O)N(C(=O)F)C(=O)F", "elements": ["P", "P", "F", "F", "O", "O", "O", "O", "O", "O", "O", "N", "C", "C", "C", "C", "C", "C", "H", "H", "H", "H", "H", "H", "H", "H", "H"], "xyz": [[1.51221, -0.67821, -0.51583], [1.53564, 0.27093, -2.47889], [-2.19061, -2.56017, -0.14127], [-2.26814, 1.57849, -0.40070], [-1.74518, 0.77356, -2.34224], [0.84782, -0.55440, -3.44305], [1.05983, 1.80144, -2.50167], [-3.30964, -0.80438, 0.45360], [0.10366, 2.97191, 0.34778], [-0.20391, 0.91008, 1.13392], [3.11311, 0.30405, -2.87731], [-1.20301, -0.54426, -0.53550], [-1.73767, 0.65513, -1.15994], [-2.31482, -1.25701, -0.01496], [0.59221, 1.96251, 0.74645], [-0.11599, -0.33127, 0.43384], [-0.06296, -1.41870, 1.52982], [-0.85088, -1.06247, 2.79069], [1.77736, 2.39419, -2.26656], [-1.88130, -0.83670, 2.54480], [0.98535, -1.43990, 1.82155], [1.67186, 1.94161, 0.89197], [-0.85971, -1.92714, 3.44197], [-0.39438, -0.24600, 3.32335], [-0.27218, -2.40279, 1.13317], [3.65403, 0.54169, -2.11727], [2.55733, -0.04223, 0.20228]]}

---

[4]
{"formula": "C45H67GeIrN4OP3", "method": "wB97M-V/def2-TZVPD", "spin_multiplicity": 2, "s_squared": 0.782, "homo_ev": [-11.94, -11.98], "e_tot_ev": -142965.213, "homo_lumo_gap_ev": [3.96, 4.00], "total_charge": 2, "elements": ["Ir", "Ge", "P", "P", "P", "O", "N", "N", "N", "N", "C", "C", "C", "C", "C", "C", "C", "C", "C", "C", "C", "C", "C", "C", "C", "C", "C", "C", "C", "C", "C", "C", "C", "C", "C", "C", "C", "C", "C", "C", "C", "C", "C", "C", "C", "C", "C", "C", "C", "C", "C", "C", "C", "C", "C", "H", "H", "H", "H", "H", "H", "H", "H", "H", "H", "H", "H", "H", "H", "H", "H", "H", "H", "H", "H", "H", "H", "H", "H", "H", "H", "H", "H", "H", "H", "H", "H", "H", "H", "H", "H", "H", "H", "H", "H", "H", "H", "H", "H", "H", "H", "H", "H", "H", "H", "H", "H", "H", "H", "H", "H", "H", "H", "H", "H", "H", "H", "H", "H", "H", "H", "H"], "xyz": [[1.54633, -0.78627, -1.96683], [-0.29847, 0.19593, 0.43357], [-2.47457, -1.40727, -1.04723], [-1.51947, 2.46103, -1.06873], [3.16323, 0.57713, -0.85183], [0.55123, 0.97193, -3.40123], [-1.85747, 1.12503, 1.22927], [-0.77337, -1.72627, 0.98327], [1.71263, 1.13343, 1.42657], [-0.15507, -0.09467, 2.93497], [0.93893, -4.12697, 3.17447], [-0.66897, 3.98233, -0.33703], [1.43263, -3.24187, 4.13017], [-4.09297, -2.06107, -0.31853], [1.23653, 2.37473, 5.34997], [1.62393, -3.95547, -2.27163], [4.32873, -0.64517, -0.05863], [3.57203, 3.03913, -2.18083], [-2.63197, 1.90623, 0.31277], [-1.53437, 0.01863, 3.29247], [-0.11587, -2.30017, 2.00337], [-1.35997, 4.64253, 0.85077], [3.51153, -2.73227, -3.05093], [5.58013, -0.06187, 0.58777], [-1.29027, -2.50007, -0.10413], [-2.46897, -2.22387, -2.74383], [-2.04937, -0.55157, 4.44387], [-2.35017, 0.80023, 2.44447], [-3.64337, 1.11803, 2.89877], [3.53723, -1.49367, 0.93527], [-2.62927, -3.74227, -2.72743], [2.33613, 2.83293, 4.62697], [1.68253, 1.47603, 2.71427], [-0.37317, 4.99943, -1.43703], [2.67553, 1.70363, 0.54647], [4.20123, -3.91627, -3.25443], [-4.12347, 0.59623, 4.07847], [-2.78917, 3.06043, -2.32263], [1.12433, -1.89097, 4.05717], [2.55613, 2.39933, 3.34477], [-3.28517, 1.84113, -3.09793], [-1.22307, -1.81697, -3.54203], [-5.29667, -1.68477, -1.17583], [4.65173, 0.94883, -3.11333], [0.39703, 1.42953, 4.78577], [-3.95397, 3.85483, -1.74273], [-4.29017, -1.55797, 1.10817], [2.20883, -2.71037, -2.52453], [2.30343, -5.14307, -2.48553], [3.59883, -5.13007, -2.97103], [4.25983, 1.71313, -1.85053], [0.33223, -1.42117, 3.02667], [0.18143, -3.67117, 2.12057], [0.63373, 0.93263, 3.51617], [-3.34917, -0.27447, 4.83727], [0.71063, 0.93813, -4.34993], [-0.17847, -4.36727, 1.37977], [0.59973, 1.89003, -3.11903], [-3.82357, 1.15523, -2.44663], [-5.15717, -2.04847, 1.54827], [0.31233, 5.76093, -1.07043], [-1.41747, -1.19147, 5.04387], [-3.42727, -1.76847, 1.73887], [-2.35637, 4.99133, 0.59147], [-1.78527, -4.22847, -2.24423], [-3.34517, -1.79187, -3.23713], [-3.74087, -0.70837, 5.74337], [3.30633, -0.93307, 1.83717], [-1.79147, -3.40207, 0.26127], [-5.33677, -0.61517, -1.36573], [-4.01767, -3.15407, -0.27903], [-4.58617, 4.20403, -2.55753], [1.81333, -6.08297, -2.28403], [-2.67767, -4.09927, -3.75343], [2.59543, -1.83357, 0.48927], [-3.54077, -4.05297, -2.22273], [2.03283, -3.60557, 4.94927], [2.53103, 2.89183, -2.46603], [5.20763, -3.88217, -3.64273], [1.47303, -1.21477, 4.82407], [4.63203, -1.30047, -0.88453], [0.28893, 3.57733, 0.02297], [-2.45737, 1.29953, -3.55143], [2.24733, 2.59733, 0.06937], [3.76103, 0.60133, -3.64203], [-3.96537, 2.15743, -3.88553], [-2.23667, 3.70003, -3.01943], [-3.61357, 4.72693, -1.19083], [-0.47397, -2.79297, -0.77903], [5.26533, 0.08553, -2.86443], [-1.28467, 5.49963, -1.75443], [-3.10457, 2.75863, 0.80797], [3.60453, 1.99733, 1.05197], [3.61123, 3.72393, -1.33673], [1.15153, -5.18157, 3.25787], [-5.29527, -2.20457, -2.12913], [6.15423, -0.87237, 1.03187], [-0.53677, -2.65337, -3.63233], [0.60763, -4.02997, -1.91253], [4.01273, -1.81477, -3.33073], [-0.69007, -0.98697, -3.05663], [-1.42287, 3.96723, 1.70207], [4.08723, 3.52103, -3.00923], [5.16193, 1.93643, -1.27373], [3.01903, 3.53873, 5.07347], [-4.28037, 1.75733, 2.31047], [4.11813, -2.36527, 1.22497], [6.21693, 0.43423, -0.14053], [-1.49067, -1.50507, -4.54923], [-0.43527, 1.05573, 5.36137], [4.12473, -6.05707, -3.14033], [-6.20807, -1.96207, -0.65143], [-0.77997, 5.50893, 1.16507], [-4.47567, -0.48697, 1.12577], [5.33483, 0.63793, 1.38307], [-4.56917, 3.24033, -1.09063], [5.22863, 1.58343, -3.78133], [1.05183, 2.73343, 6.34967], [-3.41207, 1.28423, -0.15133], [0.08683, 4.52793, -2.30563], [-5.11997, 0.85223, 4.40137], [3.40503, 2.79163, 2.80807]]}

---

[5]
{"formula": "C16H14ClFRu", "method": "wB97M-V/def2-TZVPD", "spin_multiplicity": 5, "s_squared": 6.051, "homo_ev": [-7.20, -8.21], "e_tot_ev": -34634.968, "homo_lumo_gap_ev": [7.38, 5.95], "elements": ["Ru", "Cl", "F", "C", "C", "C", "C", "C", "C", "C", "C", "C", "C", "C", "C", "C", "C", "C", "C", "H", "H", "H", "H", "H", "H", "H", "H", "H", "H", "H", "H", "H", "H"], "xyz": [[0.18355, 0.80771, -0.71235], [-0.42029, 2.83548, -0.01811], [5.42997, -0.60759, 2.08634], [4.18665, 0.40012, 0.35893], [-0.72147, -1.28842, -2.05152], [0.44716, -0.47596, -2.25227], [-1.46177, 0.89495, -2.34806], [1.79815, -0.46016, 1.58594], [-1.87273, -0.44521, -2.14059], [-1.60545, 0.31311, 1.34908], [-0.01588, 0.88465, -2.64785], [4.20123, -0.32066, 1.53878], [-3.90915, 0.03428, 0.84685], [1.82283, 0.23701, 0.39086], [3.05130, -0.75838, 2.18370], [-2.89317, 0.98834, 1.06164], [-3.35509, -1.27745, 1.13901], [2.96841, 0.73857, -0.19217], [-1.98949, -1.10445, 1.49821], [0.85645, -0.62311, 2.11846], [3.15670, -1.27188, 3.13414], [-1.35929, -1.81929, 2.03155], [0.54553, 1.51899, -3.32591], [-0.77874, 0.77541, 1.98228], [-4.92042, 0.18837, 0.46724], [-2.14036, 1.72334, -2.53486], [-2.98038, 2.07340, 1.09423], [2.80719, 1.41780, -1.01189], [1.45085, -0.82821, -2.41157], [5.07438, 0.81895, -0.07453], [-2.90321, -0.78959, -2.14528], [-0.74580, -2.37601, -2.01454], [-3.90767, -2.20410, 1.01425]]}

---

[6]
{"formula": "C2H11N2O", "method": "wB97M-V/def2-TZVPD", "homo_ev": -13.52, "relative_energy_ev": 0.8066, "e_tot_ev": -7273.469, "homo_lumo_gap_ev": 10.21, "total_charge": 1, "elements": ["O", "N", "N", "C", "C", "H", "H", "H", "H", "H", "H", "H", "H", "H", "H", "H"], "xyz": [[-1.08394, -0.37749, 1.13727], [1.15905, 1.03041, 0.50869], [-1.74962, -0.05940, -1.09322], [2.10806, 0.15763, -0.28508], [-1.34636, -1.04635, -0.11479], [-1.94692, 0.81744, -0.63420], [0.68159, 1.69486, -0.09998], [3.06002, 0.66514, -0.33683], [0.40259, 0.45247, 0.95000], [-0.38348, -1.48926, -0.37919], [-2.55269, -0.33388, -1.64031], [1.69127, 0.05109, -1.27420], [-1.79604, -0.51078, 1.77205], [2.20717, -0.79620, 0.22042], [1.64573, 1.56194, 1.22695], [-2.09642, -1.81762, 0.04244]]}